1.
The following is a DFT calculation (ωB97M-V/def2-TZVPD) of a single C16H23O3P molecule.

Calculated values
Highest occupied orbital energy   -9.1 eV
SMILES string   CCO[P@](=O)(C#CC(C)(C)C)[C@@](C)(O)c1ccccc1
Spin multiplicity   1
Calculated total energy   -1190.55853 hartree
Energy relative to the best compared isomer or geometry (same formula, charge and spin)   9.7 kJ/mol
Orbital gap   9.8 eV
Lowest unoccupied orbital energy   0.614 eV

```
43
Properties=species:S:1:pos:R:3:forces:R:3
C -0.10993 3.41366 -0.65578 0.137 -0.038 0.255
C 0.44479 3.54316 0.75067 -0.416 0.634 -0.232
H -0.37892 3.61755 1.46617 0.179 0.012 -0.029
H 1.07574 4.43471 0.83604 -0.143 -0.136 0.011
O 1.29734 2.47289 1.12672 -0.004 -0.668 0.003
P 1.11648 0.89575 1.00511 -0.466 0.625 -0.344
O 2.29333 0.25988 1.58905 0.276 -0.616 0.198
C 0.81173 0.46816 -0.68767 0.238 0.124 0.482
C 0.58251 -0.02710 -1.76040 0.097 0.354 0.260
C 0.29009 -0.58484 -3.07139 -0.078 -0.217 -0.278
C 1.15036 0.12046 -4.12577 -0.014 0.001 0.115
H 0.92552 1.18458 -4.15211 -0.003 0.089 -0.023
H 0.95361 -0.30189 -5.10895 -0.036 -0.055 -0.093
H 2.20660 -0.00223 -3.89754 0.091 0.000 -0.012
C -1.19935 -0.37503 -3.36941 0.064 0.005 0.053
H -1.44107 0.68572 -3.37944 -0.042 0.088 -0.011
H -1.44749 -0.79874 -4.34027 -0.011 -0.049 -0.111
H -1.80585 -0.86131 -2.60865 -0.074 -0.035 0.039
C 0.61432 -2.08297 -3.03100 -0.015 0.037 0.021
H 1.66635 -2.23697 -2.80260 0.093 -0.041 0.007
H 0.39369 -2.53823 -3.99430 -0.025 -0.039 -0.117
H 0.02241 -2.57659 -2.26282 -0.040 -0.054 0.041
H -0.78943 2.56699 -0.70353 -0.094 0.021 -0.125
H 0.69856 3.26040 -1.36693 0.013 0.016 -0.115
H -0.65020 4.32028 -0.91718 -0.056 0.098 -0.015
C -0.49321 0.40126 1.83575 0.595 0.149 0.002
C -0.85940 -0.93982 1.25276 -0.195 -0.165 -0.006
C -0.01478 -2.02905 1.43632 -0.065 -0.083 0.089
C -0.31498 -3.25044 0.86277 0.028 -0.081 0.002
C -1.46135 -3.40363 0.10017 -0.012 -0.089 -0.060
C -2.30147 -2.32199 -0.09330 -0.071 -0.055 -0.018
C -1.99878 -1.09649 0.47416 -0.044 0.137 0.063
H -2.64734 -0.25154 0.29161 0.005 0.053 -0.016
H -3.19523 -2.42880 -0.69179 -0.065 -0.011 -0.041
H -1.69441 -4.35914 -0.34668 -0.014 -0.079 -0.029
H 0.35225 -4.08699 1.00771 0.064 -0.069 0.022
H 0.88985 -1.91490 2.01113 0.154 0.017 0.057
O -1.44256 1.40540 1.52458 -0.211 0.102 -0.078
H -2.25277 1.21727 2.01606 0.059 0.008 -0.024
C -0.24046 0.34634 3.33807 0.129 0.093 -0.064
H -0.02782 1.35203 3.70035 0.015 0.008 0.047
H 0.62203 -0.27841 3.54961 0.024 -0.068 0.108
H -1.11066 -0.05052 3.86291 -0.069 -0.023 -0.034
```
Positions in Å, forces in eV/Å.



2.
The following is a DFT calculation (ωB97M-V/def2-TZVPD) of C16H24As2BN4Pt as an isolated structure.

Calculated values
Highest occupied orbital energy (alpha / beta)   -10.3 / -10.3 eV
Spin multiplicity   1
Calculated total energy   -5458.33262 hartree
Energy relative to the best compared isomer or geometry (same formula, charge and spin)   108.1 kJ/mol
Orbital gap (alpha / beta)   3.6 / 3.6 eV
Lowest unoccupied orbital energy (alpha / beta)   -6.704 / -6.703 eV
Charge   +1

```
48
Properties=species:S:1:pos:R:3:forces:R:3
Pt 0.99182 0.23852 0.31374 -1.616 -0.720 1.442
C -4.54113 2.92532 1.34673 0.091 0.102 -0.004
As -2.92390 1.91821 0.85242 -0.363 -0.157 -0.221
C -2.77458 2.71348 -0.94997 -0.120 0.039 0.091
C -3.71034 0.04240 0.39486 0.822 0.359 0.256
C -5.17589 0.03298 0.43584 -1.464 -0.495 -0.058
C -6.01254 -1.01173 0.26517 0.265 1.471 0.257
C -5.62670 -2.36348 0.03229 0.977 -1.110 -0.185
C -4.36148 -2.82213 -0.05565 -1.450 -0.357 -0.043
C -3.10869 -2.06387 0.03239 0.873 0.038 0.211
As -1.43411 -3.30289 -0.04470 -0.406 0.006 -0.190
C -2.25273 -5.09280 -0.03505 0.126 -0.032 -0.026
C -1.05383 -3.30188 -1.98331 -0.073 -0.117 0.060
H -5.24925 3.01472 0.52366 -0.012 -0.084 0.001
H -4.22584 3.93611 1.61337 0.121 -0.074 -0.005
H -5.03079 2.49959 2.22097 0.027 -0.070 -0.028
H -3.69758 2.62505 -1.52010 -0.034 -0.049 -0.036
H -1.94942 2.29341 -1.52070 0.016 -0.056 -0.002
H -2.56201 3.77598 -0.80673 -0.041 -0.080 0.025
H -5.64740 0.98291 0.63665 -0.083 -0.008 -0.072
H -7.07745 -0.82467 0.32629 0.015 0.130 0.022
H -6.43397 -3.07924 -0.06176 0.082 -0.102 -0.019
H -4.25735 -3.88698 -0.20226 -0.086 0.006 -0.071
H -2.81279 -5.27599 0.88046 -0.016 0.079 -0.004
H -1.44051 -5.82173 -0.06779 0.066 0.122 0.028
H -2.88295 -5.27239 -0.90536 -0.053 0.061 0.026
H -1.93620 -3.52719 -2.57940 -0.060 0.032 -0.022
H -0.31416 -4.08726 -2.15798 -0.072 0.033 0.046
H -0.61455 -2.36497 -2.31854 -0.016 0.052 0.019
B -1.07875 -0.79140 2.81611 -1.037 -0.355 0.462
N 0.39070 -0.42057 3.08899 0.330 0.014 0.455
C 0.86366 -0.50314 4.34078 0.188 0.153 -0.571
C 2.19075 -0.12587 4.34950 0.114 0.138 -0.614
C 2.47953 0.18673 3.02625 0.749 0.160 0.289
N 1.38237 0.00089 2.29417 -1.633 -0.200 -1.528
N -1.64137 -0.71143 1.40583 1.869 0.577 -0.240
C -3.01429 -1.07395 1.23680 -0.985 -0.262 -0.253
C -3.09354 -0.74324 -0.81726 -0.505 -0.145 0.111
C -1.68642 -0.33962 -0.83058 1.729 0.554 -0.357
N -1.03188 -0.34624 0.29431 1.051 0.272 0.276
H -1.23440 -1.92490 3.16692 0.087 -0.306 0.191
H -1.76155 -0.06874 3.48255 -0.062 0.230 0.285
H 0.24512 -0.82077 5.15344 -0.305 -0.099 0.059
H 2.85279 -0.08287 5.18736 0.191 0.031 0.140
H 3.40134 0.52503 2.59257 0.122 0.056 -0.117
H -3.45447 -1.36312 2.18790 0.188 0.046 0.032
H -3.60196 -0.72329 -1.77795 0.179 0.059 -0.034
H -1.17362 -0.03852 -1.73055 0.216 0.060 -0.084
```
Positions in Å, forces in eV/Å.



3.
The following is a DFT calculation (ωB97M-V/def2-TZVPD) of C16H24As2BeN3O2S as an isolated structure.

Calculated values
Highest occupied orbital energy   -11.1 eV
Spin multiplicity   1
Calculated total energy   -5823.19949 hartree
Energy relative to the best compared isomer or geometry (same formula, charge and spin)   0.0 kJ/mol
Orbital gap   8.6 eV
Lowest unoccupied orbital energy   -2.411 eV
Charge   +1

```
49
Properties=species:S:1:pos:R:3:forces:R:3
Be 0.02039 0.03660 0.96273 -0.051 -0.018 0.086
C -1.62982 2.93491 -0.91463 0.017 0.001 0.006
As -1.30586 1.04908 -0.63709 -0.054 -0.082 -0.036
C -3.10481 0.31609 -0.67558 -0.006 0.050 -0.007
C -0.58606 0.42337 -2.32568 0.053 -0.055 0.048
C -1.19188 0.77364 -3.52727 -0.008 0.027 0.045
C -0.68033 0.31435 -4.73034 -0.009 0.006 -0.026
C 0.44085 -0.50227 -4.74098 0.004 -0.006 -0.019
C 1.05030 -0.85698 -3.54809 -0.001 0.009 0.015
C 0.54443 -0.39800 -2.33680 -0.044 0.032 0.016
As 1.40022 -0.88239 -0.66784 0.026 -0.039 -0.013
C 1.31448 -2.82523 -0.73665 -0.002 0.012 -0.031
C 3.27938 -0.55531 -0.97916 0.015 0.015 0.001
H -2.34522 3.06446 -1.72470 -0.003 0.002 0.002
H -0.69065 3.42088 -1.16375 0.006 -0.010 0.003
H -2.03714 3.36394 -0.00083 -0.007 0.000 -0.002
H -3.60197 0.58937 -1.60479 0.000 0.003 0.002
H -3.67061 0.71483 0.16565 -0.001 -0.004 -0.004
H -3.05808 -0.76780 -0.59449 0.024 0.000 0.002
H -2.06436 1.41674 -3.53295 -0.004 -0.009 -0.003
H -1.15460 0.59624 -5.66086 -0.001 0.002 0.002
H 0.84262 -0.85967 -5.67965 0.003 0.002 0.002
H 1.93037 -1.48907 -3.57205 0.000 -0.003 0.010
H 1.77184 -3.18903 -1.65521 0.004 -0.005 0.004
H 0.27132 -3.13743 -0.71529 -0.002 0.005 0.009
H 1.84580 -3.24876 0.11549 0.001 0.009 0.005
H 3.61614 -1.12855 -1.84096 -0.003 -0.007 0.001
H 3.84434 -0.85913 -0.09937 -0.003 -0.004 -0.002
H 3.41864 0.50695 -1.15966 0.003 -0.003 0.000
N 1.28885 2.03704 3.90787 -0.020 0.000 -0.008
C 1.18468 1.81787 2.58736 0.112 -0.015 0.022
O 0.58790 0.72016 2.24454 -0.062 -0.019 -0.098
C 1.71059 2.74539 1.68413 -0.023 -0.039 0.068
C 2.33453 3.91508 2.19248 -0.011 0.005 -0.004
N 2.81442 4.82947 2.70274 0.007 -0.004 -0.001
C 1.67734 2.49809 0.29978 -0.002 0.091 -0.058
N 1.64370 2.29563 -0.83765 -0.021 -0.063 0.024
H 1.00072 1.31808 4.54522 -0.003 0.004 -0.001
H 1.80911 2.82559 4.25724 -0.011 0.002 -0.004
C -1.65260 -1.40311 3.94735 0.004 -0.014 0.005
S -0.55866 -2.03979 2.69320 -0.040 0.037 -0.009
C -1.34789 -3.60437 2.38468 0.000 0.004 0.001
O -0.93277 -1.22750 1.43626 0.103 0.072 -0.061
H -2.67679 -1.44078 3.57981 0.001 -0.001 0.000
H -1.35065 -0.37516 4.13483 0.006 0.000 0.002
H -1.53364 -2.00268 4.84933 -0.003 0.006 0.006
H -1.27721 -4.20732 3.28937 0.001 0.000 0.003
H -0.80550 -4.09106 1.57709 0.002 0.001 -0.001
H -2.38589 -3.43243 2.10517 0.002 0.002 0.001
```
Positions in Å, forces in eV/Å.



4.
The following is a DFT calculation (ωB97M-V/def2-TZVPD) of C16H24BBrFeNO3 as an isolated structure.

Calculated values
Highest occupied orbital energy (alpha / beta)   -13.2 / -16.3 eV
Spin multiplicity   6
Calculated total energy   -4766.32289 hartree
⟨S²⟩   8.85
Energy relative to the best compared isomer or geometry (same formula, charge and spin)   0.0 kJ/mol
Orbital gap (alpha / beta)   6.3 / 5.5 eV
Lowest unoccupied orbital energy (alpha / beta)   -6.889 / -10.827 eV
Charge   +2

```
47
Properties=species:S:1:pos:R:3:forces:R:3
O 5.67745 0.44228 2.06655 -3.667 2.175 -0.324
C 4.65575 1.00177 2.00293 8.251 -5.553 1.215
Fe 3.17272 1.89683 1.77143 -2.886 -0.166 1.134
C 4.21648 3.24687 1.38500 5.527 8.073 -2.566
O 4.94517 4.09610 1.04891 -2.641 -3.388 1.272
C 3.17670 1.46447 0.05265 -1.621 -1.581 -6.480
O 3.00970 1.23918 -1.07526 0.794 0.589 3.181
C 1.31373 3.17992 1.96409 -0.107 2.252 0.416
C 0.51586 2.07409 1.66311 -1.252 -1.164 -0.471
C 0.78175 0.78118 2.01903 -1.238 0.385 -0.665
C 1.90416 0.36188 2.74285 0.299 -1.821 1.435
C 2.61694 1.06873 3.72875 -0.720 -1.466 0.197
C 2.56637 2.42184 3.99575 0.356 0.642 2.386
C 2.16318 3.36617 3.06617 -1.427 1.104 -0.600
H 1.13793 4.07334 1.35236 0.073 -0.323 0.322
H -0.35103 2.25158 1.01942 0.291 -0.001 0.209
H 0.10903 0.00682 1.64386 0.237 0.186 0.145
H 2.13874 -0.70699 2.67442 -0.101 0.415 0.134
H 3.24657 0.45825 4.37685 0.006 0.116 -0.188
H 3.09312 2.78247 4.88810 -0.215 -0.169 -0.443
H 2.46874 4.39765 3.24597 0.106 -0.206 -0.130
C -3.17639 0.41600 -2.55721 -0.103 0.405 -0.111
C -1.83496 -0.02582 -1.99687 -0.017 -0.144 0.078
N -1.70962 -1.52798 -1.78189 0.880 0.439 0.030
C -2.82194 -2.01193 -0.89288 0.162 -0.060 0.016
C -2.77921 -1.38093 0.47860 -0.357 0.012 0.224
C -1.90277 -2.19402 -3.12011 -0.153 0.019 -0.007
C -1.73923 -3.69859 -3.08501 -0.182 -0.192 -0.291
B -0.26246 -1.82097 -1.11486 -1.004 -0.098 -0.569
Br 1.16703 -1.54859 -2.54466 -0.132 -0.182 0.780
H 0.00561 -1.07461 -0.18718 0.165 -0.078 -0.443
H -3.14854 1.51005 -2.61569 -0.084 -0.188 -0.024
H -3.37279 0.04716 -3.56942 0.117 0.134 0.226
H -4.03095 0.14915 -1.92524 0.254 0.137 -0.066
H -1.01726 0.24918 -2.67392 -0.186 -0.033 0.053
H -1.63108 0.45999 -1.03388 -0.072 -0.177 -0.260
H -3.74076 -1.75930 -1.44124 0.175 -0.335 0.420
H -2.72621 -3.10283 -0.82841 -0.078 0.401 0.046
H -3.58937 -1.82129 1.06589 0.168 0.091 0.055
H -1.83411 -1.57561 0.99167 -0.173 -0.076 0.003
H -2.94876 -0.30139 0.45175 -0.032 -0.131 0.006
H -2.92840 -1.91858 -3.40246 0.457 -0.272 -0.232
H -1.19402 -1.73886 -3.82279 -0.333 -0.034 0.135
H -1.81619 -4.05189 -4.11589 0.055 -0.043 0.097
H -0.77746 -4.02798 -2.68737 -0.099 0.037 -0.064
H -2.54169 -4.18760 -2.53039 0.151 -0.007 -0.064
H -0.20753 -2.96724 -0.69349 0.360 0.274 -0.217
```
Positions in Å, forces in eV/Å.



- Which formula does entry 2 have?
  C16H24As2BN4Pt



- What is the calculated total energy in the second record?
  -5458.33262 hartree